Computed, not measured: CN2O2S in the gas phase, with ωB97M-V/def2-TZVPD.

The total energy comes out at -696.183304 Eh. The SMILES is O=C=NSN=O. As for the HOMO-LUMO gap: 8.9 eV. The charge is 0. Its LUMO energy is -0.6254 eV. The calculation puts the energy above the lowest of the compared OMol25 structures with the same formula, charge and spin at 299.8 kJ/mol.

Cartesian coordinates (Å):
C: -0.2403 -0.2703 1.5263
N: 0.7115 -0.2818 0.7976
N: -0.1156 0.5023 -1.3444
O: -0.3950 0.7330 -2.5014
O: -1.0550 -0.2546 2.3369
S: 1.0943 -0.4286 -0.8151

=====

Computed, not measured: 6 unconnected molecules or ions with the total composition C16H26Cl10FN2O, with ωB97M-V/def2-TZVPD.

The total energy comes out at -5511.259681 Eh. As for the HOMO-LUMO gap: 6.5 eV. The charge is +1. Its LUMO energy is -5.1311 eV.

Cartesian coordinates (Å):
O: -0.9447 -2.6704 0.4152
C: 0.2608 -2.1243 0.6655
F: 0.7588 -2.2208 2.0841
C: 1.2061 -1.4092 -0.5088
N: 2.6125 -2.0265 -0.3043
C: 3.4722 -1.2075 0.6078
C: 4.9954 -1.8300 0.9184
C: 5.2319 -3.2490 0.1212
C: 4.0691 -3.9128 -0.8051
N: 2.7806 -3.1967 -0.9594
H: 1.2398 -0.2305 -0.3952
H: 0.8130 -1.6693 -1.5820
H: 3.1048 -0.1965 1.1118
H: 5.7771 -1.2984 1.6202
H: 6.2679 -3.8095 0.2090
H: 4.2300 -4.9428 -1.3520
Cl: 6.2183 2.0998 2.4995
C: 7.5199 1.5498 3.5834
C: 8.3342 0.4189 2.9760
Cl: 7.3962 -1.0903 2.8462
H: 7.0682 1.2554 4.5356
H: 8.1652 2.4148 3.7665
H: 9.1976 0.2002 3.6105
H: 8.7010 0.6772 1.9775
Cl: -1.7120 2.0409 -3.1586
C: -1.6937 2.4908 -1.4355
C: -0.3049 2.8848 -0.9592
Cl: 0.8104 1.4960 -0.9169
H: -2.0942 1.6506 -0.8602
H: -2.3786 3.3372 -1.3227
H: -0.3590 3.2772 0.0602
H: 0.1372 3.6555 -1.5986
Cl: -4.4499 -0.7732 -0.0177
C: -4.5494 -2.5512 0.0014
C: -5.2940 -3.0981 -1.2058
Cl: -7.0305 -2.7016 -1.1608
H: -5.0234 -2.8554 0.9396
H: -3.5207 -2.9252 0.0035
H: -5.2200 -4.1891 -1.2252
H: -4.8819 -2.7112 -2.1431
Cl: 3.0393 3.6917 -3.5223
C: 1.9016 4.7588 -4.3818
C: 1.7935 6.1278 -3.7299
Cl: 0.9911 6.0542 -2.1408
H: 0.9309 4.2556 -4.4267
H: 2.2778 4.8635 -5.4044
H: 1.1915 6.7915 -4.3568
H: 2.7772 6.5877 -3.5921
Cl: -8.9683 0.3362 2.3645
C: -8.9058 -1.3958 1.9549
C: -10.0547 -2.1747 2.5746
Cl: -9.9150 -2.2822 4.3475
H: -7.9348 -1.7863 2.2746
H: -8.9570 -1.4644 0.8636
H: -10.0555 -3.2005 2.1954
H: -11.0229 -1.7224 2.3374

=====

Computed, not measured: 3 unconnected molecules or ions with the total composition C27H35BrF4N3O5PS2, with ωB97M-V/def2-TZVPD.

The total energy comes out at -5700.640059 Eh. The SMILES is CCCOCc1cc2c(cc1C(F)(F)C(F)F)N(Br)c1cc([PH2]=S)c(CCOC=O)cc1S2.CN(C)C=O.CN(C)C=O. As for the HOMO-LUMO gap: 7.4 eV. The charge is 0. Its LUMO energy is -0.6512 eV.

Cartesian coordinates (Å):
C: 7.2476 -4.1507 -0.5769
C: 7.4739 -3.8296 -2.1934
C: 7.4069 -2.2153 -2.5460
O: 6.2845 -1.5034 -1.9128
C: 4.9965 -2.1611 -2.1743
C: 3.6694 -1.2384 -1.9100
C: 2.3729 -1.5259 -2.9269
C: 0.9613 -0.7133 -2.7454
C: 0.7203 0.4426 -1.5595
C: 2.0277 0.7222 -0.5947
C: 3.4799 -0.0925 -0.7536
C: 4.7158 0.2689 0.2817
F: 5.3617 -0.9563 0.8770
F: 4.1850 1.0298 1.4744
C: 5.8441 1.3012 -0.3951
F: 5.6371 1.4147 -1.8874
F: 7.2468 0.7878 -0.2364
N: -0.6116 1.1394 -1.4962
Br: -0.6769 2.5902 -0.3399
C: -1.7902 0.2077 -1.4052
C: -2.9725 0.2324 -0.2497
C: -4.2477 -0.8480 -0.2703
P: -5.5701 -0.7335 1.1560
S: -4.5789 -0.3549 2.8312
C: -4.4036 -2.0306 -1.4426
C: -5.6252 -3.1264 -1.4436
C: -6.3672 -3.3387 -2.8896
O: -5.5222 -3.9051 -3.9513
C: -4.8672 -5.1571 -3.5427
O: -5.3952 -6.1105 -2.7705
C: -3.2113 -2.0611 -2.6008
C: -1.9726 -0.9886 -2.5607
S: -0.5627 -1.0459 -3.8509
H: 6.3812 -3.5260 -0.0950
H: 6.9349 -5.2984 -0.4882
H: 8.2158 -3.9909 0.0688
H: 6.5816 -4.3978 -2.7450
H: 8.4915 -4.3320 -2.4891
H: 7.5034 -2.0121 -3.7162
H: 8.3985 -1.7483 -2.0748
H: 5.0080 -2.4626 -3.3294
H: 4.8317 -3.1720 -1.5868
H: 2.4442 -2.3467 -3.7664
H: 1.9780 1.5081 0.2697
H: 5.8353 2.3678 0.0863
H: -2.9379 0.9990 0.6324
H: -6.5861 0.2624 0.8984
H: -6.1212 -2.0810 1.3518
H: -6.4759 -2.7759 -0.6831
H: -5.1855 -4.1213 -0.9695
H: -7.2462 -4.1255 -2.7120
H: -6.8491 -2.3142 -3.2047
H: -3.7763 -5.3674 -3.9789
H: -3.1740 -2.8710 -3.4771
C: -0.3619 6.7308 -0.6658
O: -0.4608 6.0298 0.3327
N: 0.8219 7.1173 -1.2579
C: 0.8560 7.9508 -2.4419
C: 2.0733 6.6759 -0.6777
H: -1.2522 7.1205 -1.1858
H: 1.3671 7.4080 -3.2425
H: 1.4051 8.8688 -2.2131
H: -0.1538 8.2094 -2.7717
H: 2.0960 5.5819 -0.6708
H: 2.1338 7.0358 0.3538
H: 2.9214 7.0583 -1.2517
C: -5.0244 -0.2928 6.3315
O: -6.1379 -0.4433 5.8461
N: -4.7573 0.2698 7.5617
C: -3.4078 0.4132 8.0677
C: -5.8619 0.7332 8.3759
H: -4.1153 -0.6108 5.7955
H: -3.3216 -0.1389 9.0081
H: -3.2071 1.4737 8.2456
H: -2.6757 0.0242 7.3549
H: -6.5304 -0.1085 8.5808
H: -6.4165 1.4965 7.8219
H: -5.4982 1.1527 9.3176

=====

Computed, not measured: 2 unconnected molecules or ions with the total composition C4H12NO3, with ωB97M-V/def2-TZVPD.

The total energy comes out at -439.810871 Eh. As for the HOMO-LUMO gap: 11.2 eV. The charge is +1. Its LUMO energy is -3.1877 eV. The calculation puts the energy above the lowest of the compared OMol25 structures with the same formula, charge and spin at 167.2 kJ/mol.

Cartesian coordinates (Å):
O: 2.2550 1.7017 1.5887
C: 2.0255 1.4402 0.4428
C: 0.7307 0.6694 0.0872
C: -0.2725 1.4966 -0.6877
C: -1.1460 0.6268 -1.6370
O: -1.6237 -0.4817 -0.9305
N: 0.3068 -0.1719 1.2704
H: 2.7203 1.6996 -0.3893
H: 1.1577 -0.0536 -0.6018
H: 0.3611 2.0765 -1.4167
H: -0.8715 2.1912 -0.0716
H: -0.5788 0.2846 -2.5354
H: -1.8425 1.2909 -2.1324
H: -2.4668 -0.2399 -0.5291
H: 1.1503 -0.2129 1.8812
H: -0.4433 0.2802 1.7906
H: -0.0495 -1.1169 1.0174
H: 0.1151 -3.8971 0.3666
H: -0.9857 -4.0839 1.5543
O: -0.5421 -3.4998 0.9323

=====

Computed, not measured: a molecular structure, C36H41N3O3P2RuS2Te, with ωB97M-V/def2-TZVPD.

The total energy comes out at -3628.335997 Eh. Its spin multiplicity is 2. As for the HOMO-LUMO gap (spin up / spin down): 7.7 / 6.4 eV. The charge is +1. Its LUMO energy (spin up / spin down) is -2.6454 / -4.0243 eV. The expectation value of S² is 0.76. The calculation puts the energy above the lowest of the compared OMol25 structures with the same formula, charge and spin at 0.0 kJ/mol.

Cartesian coordinates (Å):
Ru: 0.2633 -0.7911 0.0022
O: 2.3393 0.4536 1.8761
N: 1.1883 0.7952 1.1457
C: 1.2610 2.0542 0.9519
C: 0.2794 2.9478 0.3625
C: 0.6476 4.2987 0.3630
C: -0.2574 5.2768 0.0030
C: -1.5571 4.9169 -0.3223
C: -1.9295 3.5844 -0.3272
C: -1.0160 2.5771 -0.0249
P: -1.5339 0.8280 -0.1879
C: -2.8733 0.7518 1.0436
C: -2.6361 1.3823 2.2664
C: -3.5757 1.3318 3.2833
C: -4.7671 0.6484 3.0895
C: -5.0089 0.0134 1.8800
C: -4.0663 0.0567 0.8653
C: -2.3792 0.8668 -1.8196
C: -3.6921 1.3130 -1.9873
C: -4.2627 1.3786 -3.2477
C: -3.5276 1.0059 -4.3660
C: -2.2211 0.5713 -4.2118
C: -1.6544 0.4985 -2.9476
H: 2.2271 -0.4691 2.1364
H: 2.1531 2.5296 1.3488
H: 1.6490 4.5711 0.6725
H: 0.0401 6.3164 -0.0004
H: -2.2845 5.6772 -0.5738
H: -2.9460 3.3264 -0.5867
H: -1.7120 1.9241 2.4308
H: -3.3778 1.8314 4.2222
H: -5.5064 0.6137 3.8786
H: -5.9365 -0.5213 1.7226
H: -4.2724 -0.4495 -0.0679
H: -4.2843 1.6207 -1.1352
H: -5.2824 1.7234 -3.3564
H: -3.9730 1.0534 -5.3505
H: -1.6369 0.2807 -5.0749
H: -0.6335 0.1526 -2.8404
Te: 1.9955 -0.2930 -1.7749
C: 3.5218 0.9606 -1.0451
C: 4.6102 0.3919 -0.3897
C: 5.6363 1.1986 0.0731
C: 5.5891 2.5718 -0.1266
C: 4.5172 3.1390 -0.7982
C: 3.4823 2.3344 -1.2583
H: 4.6508 -0.6794 -0.2298
H: 6.4794 0.7562 0.5870
H: 6.3950 3.1988 0.2310
H: 4.4898 4.2068 -0.9733
H: 2.6510 2.7814 -1.7925
C: 3.8283 -4.0268 -1.2391
C: 2.8575 -5.1862 -1.2649
C: 2.2237 -5.4182 -2.6188
O: 1.8164 -5.0463 -0.2358
P: 0.8922 -3.8216 0.1130
S: 1.8201 -2.3700 1.1073
S: 0.0967 -2.7956 -1.4551
O: -0.1969 -4.4848 1.0352
C: -0.7585 -5.8375 0.9887
C: -1.2366 -6.1780 -0.4057
C: 0.1954 -6.8534 1.5824
H: 4.6614 -4.2496 -1.9063
H: 4.2224 -3.8631 -0.2373
H: 3.3501 -3.1080 -1.5860
H: 3.3621 -6.0949 -0.9356
H: 1.7072 -4.5278 -2.9744
H: 1.5220 -6.2511 -2.5866
H: 3.0087 -5.6656 -3.3343
H: -1.6204 -5.7287 1.6492
H: -0.4010 -6.2651 -1.1013
H: -1.9295 -5.4249 -0.7789
H: -1.7504 -7.1398 -0.3805
H: 0.9847 -7.1240 0.8847
H: -0.3678 -7.7529 1.8332
H: 0.6483 -6.4714 2.4966
N: -0.4889 -1.3205 3.2486
C: -1.4083 -1.9621 2.4818
C: -2.4165 -2.7293 3.1007
C: -3.3758 -3.3247 2.3319
C: -3.3532 -3.1289 0.9486
C: -2.3521 -2.3607 0.4216
N: -1.3590 -1.7981 1.1509
H: -0.4099 -1.5994 4.2110
H: 0.3645 -1.0458 2.7942
H: -2.4100 -2.8327 4.1771
H: -4.1523 -3.9203 2.7948
H: -4.1059 -3.5486 0.2970
H: -2.3173 -2.1637 -0.6394

=====

Computed, not measured: 2 unconnected molecules or ions with the total composition C2H6S2, with ωB97M-V/def2-TZVPD.

The total energy comes out at -876.115262 Eh. The SMILES is C=C.SS. As for the HOMO-LUMO gap: 8.8 eV. The charge is 0. Its LUMO energy is 0.3489 eV. The calculation puts the energy above the lowest of the compared OMol25 structures with the same formula, charge and spin at 145.0 kJ/mol.

Cartesian coordinates (Å):
S: 1.8201 -2.1055 2.0676
S: 0.1482 -1.9486 0.8241
H: 1.4127 -3.2707 2.5877
H: 0.6782 -0.9571 0.0984
C: -0.1230 1.2980 -1.2598
C: -1.2196 1.4362 -0.5251
H: 0.1151 0.4111 -1.8344
H: 0.5839 2.1099 -1.3521
H: -1.8581 0.5914 -0.3094
H: -1.5576 2.4353 -0.2971